No. 1
Below is a molecular structure, C7H8I2Ru at a distorted geometry, with properties calculated with ωB97M-V/def2-TZVPD.

```
! RIJCOSX wB97M-V def2-TZVPD def2/J DEFGRID3
* xyz 3 2
Ru 0.003 0.018 0.045
C 0.335 -1.889 1.717
C 1.430 -1.036 1.914
C 1.253 0.319 2.239
C -0.066 0.824 2.457
C -1.158 -0.043 2.321
C -0.986 -1.377 1.910
H 0.475 -2.950 1.539
H 2.431 -1.455 1.901
H 2.104 0.954 2.463
H -0.196 1.830 2.843
H -2.143 0.296 2.628
H -1.826 -2.063 1.875
I 1.523 -0.439 -2.219
C 0.001 0.706 -3.256
I -1.510 1.324 -1.828
H -0.464 0.069 -4.003
H 0.465 1.594 -3.679
*
```

The gap between HOMO and LUMO (alpha / beta) is 6.39 / 7.43 eV. The value obtained for the largest force on an atom is 1.8 eV/Å. The calculation puts the calculated total energy at -960.50699 Ha. The value obtained for the LUMO energy (alpha / beta) is -15.77 / -14.78 eV. Its HOMO energy (alpha / beta) is -0.814 / -0.816 Eh.

No. 2
Below is 2 unconnected molecules or ions with the total composition C2H7INO at a distorted geometry, with properties calculated with ωB97M-V/def2-TZVPD.

```
! RIJCOSX wB97M-V def2-TZVPD def2/J DEFGRID3
* xyz 1 1
C 0.221 -1.348 0.211
C -0.689 -0.942 -0.831
N 0.690 -0.418 0.991
O 0.450 2.446 0.026
I -2.679 -1.328 0.070
H -0.636 -1.510 -1.754
H 0.388 -2.477 0.370
H -0.521 0.157 -1.023
H 0.256 0.542 0.941
H 1.345 -0.870 1.614
H -0.082 3.281 -0.075
H 1.257 2.467 -0.541
*
```

The gap between HOMO and LUMO is 8.55 eV. The value obtained for the largest force on an atom is 2.3 eV/Å. The calculation puts the calculated total energy at -507.81407 Ha. The value obtained for the LUMO energy is -5.42 eV. The calculation puts the energy above the lowest of the compared OMol25 structures with the same formula, charge and spin at 12.1 kcal per mole. Its HOMO energy is -0.513 Eh.